DFT (ωB97M-V with the def2-TZVPD basis set) results for a cluster of 16 separate species, C91H215N13O16 in total in a non-equilibrium geometry.

The geometry in XYZ format:
```
335
Properties=species:S:1:pos:R:3:forces:R:3
C 2.4212 6.9897 4.5332 1.01 -0.10 -0.70
C 2.7821 5.9230 3.4872 0.07 -0.65 0.80
C 1.6828 4.8467 3.5429 0.69 -0.81 -0.19
O 2.8160 6.5487 2.2277 -0.24 0.22 -0.14
H 1.5211 7.4655 4.1614 -0.09 0.36 -0.03
H 3.2283 7.7197 4.6852 -0.33 -0.07 -0.18
H 2.1881 6.5407 5.4776 -0.07 -0.34 0.60
H 3.7655 5.3951 3.6434 -0.64 0.67 0.33
H 0.7432 5.3073 3.2844 -0.44 0.12 -0.34
H 1.5283 4.3684 4.5456 0.49 0.34 -0.77
H 1.9657 4.0767 2.7857 -0.58 0.26 0.56
H 3.4146 6.0949 1.6011 0.03 0.02 0.15
C -3.8734 2.9241 0.7099 0.45 1.04 -0.72
C -4.3440 3.0840 2.1140 0.09 -1.25 0.15
C -5.6710 2.3834 2.3308 0.00 -0.04 0.22
O -3.3854 2.3829 2.8896 0.71 -0.43 -1.48
H -3.0215 3.6125 0.5829 -0.08 -0.51 -0.27
H -4.6348 3.1997 -0.0118 -0.20 0.14 -0.16
H -3.5818 1.9011 0.5112 0.15 -0.26 0.04
H -4.2748 4.1136 2.4094 -0.62 0.78 0.11
H -5.4512 1.3350 2.2111 0.01 -0.58 -0.68
H -6.5342 2.6641 1.7206 0.26 0.20 0.08
H -5.9038 2.3899 3.3763 -0.53 0.55 0.77
H -3.4884 2.5611 3.8085 -0.20 0.25 1.77
C -2.7690 -1.7006 -5.7564 0.05 0.94 -0.34
C -2.9477 -1.0671 -4.3538 1.50 -0.02 1.32
C -3.0041 0.4379 -4.3050 -1.21 0.70 -1.33
O -4.1246 -1.5207 -3.6455 1.06 -0.69 -0.70
H -2.4311 -2.7406 -5.7653 0.25 0.16 0.39
H -2.0590 -1.0775 -6.4045 -0.96 -0.84 0.94
H -3.7540 -1.7444 -6.2373 0.13 0.34 -0.07
H -2.0147 -1.2254 -3.7109 -1.03 -0.72 -0.68
H -2.0633 0.9001 -4.6331 -0.17 -0.12 0.29
H -3.3176 0.7636 -3.3071 0.41 -0.05 -0.07
H -3.8007 0.7973 -4.9976 0.41 -0.06 0.31
H -4.0153 -2.4869 -3.5004 -0.14 0.19 -0.06
C -8.6828 -0.9947 -2.2079 -1.67 -1.01 0.12
C -7.6272 -0.2892 -1.3727 -1.28 0.19 -1.68
C -8.1656 0.3696 -0.1336 1.42 1.28 -0.10
C -8.5626 -0.5925 0.9306 -0.44 -0.06 1.12
C -7.4006 -1.4813 1.3470 0.20 -0.14 -1.25
C -6.8666 -2.2199 0.0804 0.47 -0.20 0.25
N -6.5835 -1.2411 -0.9897 -0.23 0.90 0.38
O -6.2525 -1.9359 -2.1630 -0.13 -0.95 0.38
C -5.4507 -2.7624 0.4148 0.73 -0.81 -0.11
C -7.7936 -3.3924 -0.3103 0.93 -0.73 0.77
C -7.0804 0.8148 -2.3526 -0.45 0.42 2.13
H -9.5212 -1.5195 -1.6802 0.97 0.18 -0.05
H -8.1689 -1.6834 -2.8701 -0.23 -0.26 0.07
H -9.2187 -0.3411 -2.8688 -0.14 0.81 -0.26
H -7.3623 1.0805 0.1859 -0.36 -0.67 0.31
H -8.9571 1.0422 -0.3937 -0.81 0.20 -0.31
H -9.3719 -1.2280 0.5535 0.01 0.04 0.10
H -8.9763 -0.0378 1.7922 0.15 -0.27 -0.20
H -7.7131 -2.2293 2.0676 -0.07 -0.18 0.16
H -6.5629 -0.9319 1.7880 -0.25 0.28 -0.06
H -4.9266 -1.9894 0.9817 -0.02 -0.09 0.23
H -5.4534 -3.7257 0.9830 -0.15 0.77 -0.22
H -4.7460 -2.9245 -0.4466 -1.12 0.11 0.40
H -7.7405 -4.1559 0.4816 0.26 0.16 -0.11
H -8.8451 -3.2805 -0.4513 -0.68 0.92 -0.15
H -7.4027 -3.8429 -1.2029 0.16 -0.30 -0.53
H -6.3588 1.3120 -1.7332 0.87 0.61 0.00
H -7.8202 1.5982 -2.6421 0.18 -0.91 0.31
H -6.6040 0.4386 -3.2152 0.42 -0.62 -1.00
H -5.4841 -1.4654 -2.4511 1.15 0.33 -0.71
C 4.7614 0.4985 7.7345 1.10 1.05 1.18
C 3.8084 1.5665 7.1785 0.03 -0.89 -0.75
C 4.5333 2.7947 6.6444 -1.46 0.49 -0.12
C 5.1664 2.5393 5.3139 1.21 0.08 -0.30
C 4.1656 2.0538 4.3206 -1.17 0.72 -0.10
C 3.4222 0.8219 4.7442 1.24 -2.25 0.02
N 2.9458 1.0327 6.0735 -0.66 -0.08 1.27
O 2.3498 -0.2165 6.4982 -0.58 0.89 0.19
C 2.2579 0.5257 3.8467 -0.96 0.56 -1.39
C 4.3661 -0.4149 4.6137 1.05 0.21 0.67
C 2.8472 2.0232 8.2125 0.86 2.87 0.64
H 5.5807 0.3423 7.0500 0.17 -0.38 -0.27
H 4.2874 -0.4210 8.0029 -0.54 -0.63 -0.35
H 5.2641 0.7884 8.7038 -0.60 0.30 -0.89
H 3.6861 3.5877 6.5208 1.76 -0.89 0.33
H 5.3064 3.0541 7.3693 -0.32 0.49 0.12
H 6.0190 1.8584 5.4088 -0.06 -0.07 0.07
H 5.5939 3.4665 4.9436 0.16 0.24 -0.10
H 4.5542 1.9171 3.3239 0.25 0.00 -0.37
H 3.4076 2.8413 4.3076 -0.11 0.17 -0.50
H 1.6271 -0.3791 4.0198 0.92 0.48 0.18
H 1.5575 1.3814 3.8054 0.35 -0.24 -0.05
H 2.7397 0.4392 2.8603 -0.65 -0.12 -0.09
H 5.3731 -0.1523 4.9797 -0.17 -0.02 -0.42
H 4.0909 -1.2333 5.2719 -0.49 -0.10 -0.09
H 4.4598 -0.8039 3.5944 -0.11 0.29 0.17
H 2.3640 1.2215 8.6284 -1.30 -1.90 1.32
H 2.1283 2.7083 7.7793 -0.38 -0.08 -0.35
H 3.3279 2.6698 8.9919 -0.05 -0.90 -0.36
H 1.3957 -0.0061 6.4307 0.40 -0.25 0.25
C 1.6725 -4.6384 -8.1964 0.59 2.39 0.34
C 1.9901 -3.5895 -7.0091 1.60 -1.64 -2.28
C 0.7099 -2.8751 -6.6467 -0.07 0.65 0.62
C 0.9699 -2.0196 -5.3853 0.35 -0.81 0.23
C 1.3323 -3.0074 -4.2292 -0.30 0.07 -1.39
C 2.6362 -3.8919 -4.5098 -2.91 0.00 -0.91
N 2.4293 -4.3887 -5.8771 -0.82 -1.02 1.24
O 3.4796 -5.2777 -6.1504 -0.98 -0.70 -0.43
C 3.9112 -3.1366 -4.3020 -0.98 0.82 0.01
C 2.6271 -5.1186 -3.5587 0.68 0.83 0.09
C 3.1684 -2.6953 -7.5328 -1.00 -0.02 2.06
H 1.1253 -4.0976 -8.9790 0.27 0.12 -0.01
H 0.9952 -5.3785 -7.8684 -0.39 -1.14 0.61
H 2.5984 -5.0249 -8.6284 -0.28 -0.22 0.20
H 0.2517 -2.2826 -7.4551 0.64 -0.11 -0.03
H -0.0147 -3.6848 -6.4652 0.03 0.32 0.36
H 0.1578 -1.3209 -5.1659 -0.26 -0.48 0.32
H 1.8087 -1.3566 -5.5141 0.49 0.27 -0.50
H 0.3976 -3.5684 -4.1821 0.34 -0.94 0.29
H 1.3694 -2.4982 -3.2982 0.50 0.55 1.00
H 4.7106 -3.7987 -4.4293 1.44 -1.06 0.24
H 4.0904 -2.3405 -5.0130 -0.27 0.49 0.20
H 3.8195 -2.7952 -3.2838 0.71 0.51 0.39
H 3.5907 -5.6968 -3.6615 -1.22 0.41 0.04
H 2.6420 -4.6166 -2.5686 -0.24 -0.77 -0.09
H 1.7209 -5.7349 -3.7244 0.66 0.30 0.23
H 2.8360 -2.2747 -8.4410 0.12 0.72 -1.17
H 4.1075 -3.2269 -7.6237 0.01 -0.39 -0.49
H 3.3832 -1.9356 -6.7699 -0.22 0.24 -0.56
H 4.2026 -4.7351 -6.4086 1.41 0.69 -0.44
C 1.5607 2.9064 -8.0708 -0.31 -0.87 -0.08
C 0.9798 2.7571 -6.6265 0.23 0.58 -1.11
C 1.3505 1.4691 -5.9374 0.19 0.45 -0.80
C 2.7758 1.3924 -5.4832 -0.60 1.27 1.62
C 3.0289 2.6651 -4.6019 1.25 -1.17 -1.24
C 2.7781 3.9595 -5.3462 1.11 0.04 0.15
N 1.4019 3.8867 -5.7472 -1.17 -1.18 -0.11
O 1.0099 5.0902 -6.3148 -0.67 1.19 -0.15
C 2.8985 5.0620 -4.2785 0.00 -0.04 -0.44
C 3.8207 4.2785 -6.4372 -0.03 -1.47 -0.69
C -0.5450 2.7370 -6.7552 -0.67 1.84 -1.36
H 1.1195 2.1263 -8.7690 0.51 0.76 0.90
H 2.6650 2.8309 -8.0972 -0.77 0.07 -0.16
H 1.2084 3.8791 -8.4291 0.40 -0.10 -0.10
H 0.7125 1.3956 -5.0745 -0.50 -0.43 0.32
H 1.1120 0.7534 -6.7079 -0.16 -0.94 0.17
H 3.4395 1.3675 -6.3161 0.75 -0.28 -0.51
H 2.8455 0.5289 -4.8270 0.56 -0.31 -0.16
H 4.0897 2.6853 -4.2871 -0.52 -0.17 0.28
H 2.3420 2.6407 -3.7683 0.00 -0.08 0.55
H 2.0365 4.8605 -3.6849 -0.72 0.42 0.92
H 3.7927 4.9724 -3.6479 -0.12 -0.09 -0.43
H 2.8425 6.0691 -4.6966 0.02 -0.13 0.01
H 3.4003 4.9393 -7.1815 0.01 0.52 0.04
H 4.6472 4.7034 -5.9216 0.83 0.76 0.16
H 4.2632 3.4317 -7.0249 -0.62 0.33 0.71
H -0.9404 2.9979 -5.7910 -0.55 0.04 0.40
H -1.0362 1.8469 -7.1443 0.64 -0.65 0.36
H -0.9254 3.4835 -7.5257 0.64 -0.35 1.16
H 0.4067 5.4635 -5.6457 0.13 0.04 -0.33
C -0.5296 -1.7795 1.5455 -0.47 -0.38 2.26
C -0.6062 -0.6037 0.5915 -0.61 -0.97 -1.04
C -0.7640 0.6646 1.3515 0.40 0.89 0.82
C -0.4134 1.9187 0.6076 0.52 0.37 -1.92
C 0.9392 1.7772 -0.1182 -0.04 -0.99 -0.35
C 1.0681 0.4913 -0.9921 -1.69 1.05 1.31
N 0.7007 -0.5701 -0.0521 0.47 -1.06 -0.79
O 0.7836 -1.8119 -0.7899 0.90 -0.14 0.56
C 0.1163 0.5460 -2.2137 1.60 0.44 0.80
C 2.5159 0.2562 -1.3477 -0.08 0.94 0.04
C -1.8247 -0.8250 -0.3724 0.62 0.36 0.28
H 0.2403 -1.7028 2.3572 -0.08 0.33 -0.95
H -0.4123 -2.7774 1.1245 -0.09 0.28 -0.47
H -1.4507 -1.7946 2.1572 -0.03 -0.07 -0.37
H -1.7265 0.8100 1.8185 -0.49 -0.36 0.14
H -0.0289 0.5947 2.1307 0.38 0.03 0.88
H -0.4027 2.7883 1.2348 0.22 0.35 0.84
H -1.1684 2.2170 -0.1181 -0.32 -0.37 -0.34
H 1.7202 1.7141 0.6226 0.44 0.00 0.45
H 1.2157 2.5557 -0.8037 -0.21 0.99 -0.12
H 0.1908 -0.4353 -2.6096 -0.54 -0.92 -0.81
H -0.8750 0.8919 -2.0158 -0.56 -0.19 0.32
H 0.5083 1.2444 -2.9195 0.52 0.51 -0.71
H 3.0745 0.1648 -0.4437 0.37 -0.36 0.91
H 2.6318 -0.6382 -1.9034 0.18 -0.83 -0.76
H 3.0066 1.0888 -1.8435 -0.30 0.24 -0.52
H -1.5186 -1.3973 -1.2586 -0.29 -0.04 0.40
H -2.1515 0.1693 -0.7058 -0.38 -0.44 0.07
H -2.6130 -1.3378 0.2016 0.13 0.24 -0.44
H 1.4644 -2.2935 -0.2599 -0.40 -0.17 -0.36
C -1.2968 4.0646 -3.1907 -0.29 -0.16 0.19
C -1.1651 5.3696 -2.4559 -0.04 1.16 0.88
C -0.1093 5.1205 -1.3807 -0.06 -2.64 -0.55
C 0.4169 6.2664 -0.6808 0.77 3.18 -0.72
C 0.9212 7.4189 -1.7431 -0.62 -0.79 3.49
C -0.0684 7.7347 -2.8058 -1.05 0.29 -2.13
N -0.6440 6.4453 -3.3685 0.55 -0.58 0.56
O -1.5788 6.6872 -4.3985 -0.94 0.41 0.76
C -1.1572 8.7593 -2.2641 -0.06 -2.25 -0.39
C 0.6911 8.3656 -4.0553 -0.25 0.69 2.28
C -2.5570 5.7290 -1.8259 0.63 -0.13 -0.68
H -0.3537 3.8338 -3.7110 -0.43 -0.26 0.13
H -2.1238 4.1949 -3.8619 -0.22 -0.30 -0.88
H -1.6285 3.2875 -2.4604 0.56 0.34 -0.52
H -0.4550 4.2815 -0.6943 0.13 1.11 -0.68
H 0.7412 4.6783 -1.9067 0.05 -0.26 -0.20
H 1.2622 6.0301 -0.0451 0.04 -0.05 0.27
H -0.3559 6.7177 -0.0696 -0.10 0.26 0.38
H 1.9438 7.2175 -2.0419 0.01 -0.22 -0.52
H 0.9461 8.3085 -1.0813 0.44 -0.22 -0.48
H -0.6862 9.7068 -2.1959 0.29 0.98 0.18
H -2.0025 8.8115 -2.9723 0.33 0.16 0.29
H -1.5436 8.4313 -1.2751 0.30 0.36 -0.55
H 1.2236 9.2981 -3.7489 0.07 -0.86 0.12
H 1.3655 7.6085 -4.4377 0.02 0.16 -0.31
H -0.0125 8.7532 -4.7516 -0.64 -0.29 -0.96
H -2.5587 5.4594 -0.7777 -0.27 -0.21 0.16
H -3.3547 5.2310 -2.3834 -0.02 -0.15 0.34
H -2.7718 6.7840 -1.8851 0.00 0.46 0.09
H -2.4235 6.9591 -3.9469 0.85 -0.23 -0.61
C 2.1406 -7.5358 1.2039 -0.58 0.93 -0.24
C 2.6942 -7.0417 2.5003 -0.19 1.10 1.66
C 4.2049 -7.0516 2.5175 2.46 0.32 -0.64
O 4.9724 -8.2569 2.3214 -1.00 -0.68 1.08
C 5.1011 -9.0176 3.5224 -0.99 -0.55 -0.47
N 2.3071 -5.6056 2.8609 2.56 -1.16 -0.37
H 1.9363 -6.7362 0.4955 0.41 0.24 -0.16
H 1.1885 -7.9983 1.3529 -0.62 -0.54 0.10
H 2.8345 -8.2333 0.7956 0.39 -0.65 -0.54
H 2.3134 -7.7212 3.2747 0.22 0.02 0.13
H 4.5935 -6.6149 3.4587 -0.33 0.21 -0.33
H 4.6530 -6.5208 1.6492 -0.97 0.53 0.66
H 5.5577 -8.4521 4.3289 0.40 0.18 0.03
H 5.6416 -9.9318 3.2858 0.39 0.22 0.00
H 4.1309 -9.3794 3.9081 0.04 0.30 -0.20
H 1.3353 -5.4694 2.8616 -1.34 -0.38 0.29
H 2.6946 -5.2854 3.7655 -0.45 -0.60 -0.72
C -2.7734 -5.2261 3.9929 -0.63 0.07 1.35
C -1.4452 -4.5059 3.9992 -2.15 0.73 0.12
C -0.8351 -4.7222 5.3510 2.45 -1.28 0.51
O 0.5348 -4.1926 5.4175 -1.20 0.22 0.57
C 0.4366 -2.9192 6.0252 0.83 2.12 -1.31
N -0.6178 -4.9815 2.9316 1.05 0.05 -1.51
H -2.6703 -6.2540 4.3519 -0.16 0.06 0.01
H -3.1752 -5.2358 3.0253 -0.42 -0.25 -1.70
H -3.5714 -4.6683 4.5329 0.74 -0.45 0.16
H -1.7473 -3.4647 3.8342 0.49 0.31 0.22
H -0.7476 -5.8278 5.5141 0.05 0.76 -0.23
H -1.3172 -4.3265 6.2443 -0.79 0.11 -0.46
H 0.3605 -2.8388 7.1024 -0.42 -0.91 0.55
H -0.4008 -2.3130 5.5900 0.48 -0.50 0.30
H 1.3510 -2.3058 5.8407 -0.40 -0.73 -0.31
H 0.1282 -4.2966 2.7901 -0.20 -0.09 0.13
H -1.0665 -5.0147 1.9899 -0.08 0.05 1.36
C -3.7390 -1.2090 4.3209 0.22 0.90 -1.04
C -5.0638 -1.8036 4.8430 0.45 1.23 -1.06
C -6.1445 -0.7232 4.9191 1.81 2.63 -1.53
O -5.8470 0.1933 5.9745 0.56 -0.59 -0.43
C -6.8873 1.0974 6.1453 0.91 0.89 1.78
N -5.4828 -2.8657 3.9455 1.21 -0.37 2.10
H -3.5837 -0.1590 4.6138 -0.47 -0.61 0.33
H -3.7573 -1.0756 3.1898 -0.11 -0.61 1.12
H -2.8177 -1.7545 4.6004 -0.63 0.01 -0.14
H -4.9360 -2.1437 5.8822 0.02 -0.35 -0.38
H -7.0996 -1.1135 5.0361 -1.90 -1.17 0.63
H -6.2568 -0.0682 3.9602 0.58 -1.26 1.05
H -7.0541 1.7884 5.3499 0.03 0.36 -1.05
H -6.6634 1.6982 7.0445 0.04 -0.17 -0.33
H -7.7663 0.5719 6.3685 -1.67 -0.72 0.16
H -6.2200 -3.3516 4.3951 -0.95 -0.67 -0.52
H -5.5511 -2.6517 2.9826 -0.39 0.30 -0.65
C -0.7854 2.2795 5.1978 0.82 1.13 0.98
C -1.9573 1.4136 5.6429 -0.06 1.34 -0.46
C -1.7418 0.9023 7.0577 0.87 -0.65 -1.53
O -0.6549 -0.0144 7.1546 0.16 -0.05 0.03
C -0.5000 -0.3233 8.5209 -0.44 0.44 0.31
N -3.2213 2.2304 5.6702 0.45 -0.27 -0.06
H -0.7567 3.2410 5.7706 0.00 -0.69 0.02
H -0.8449 2.6338 4.1854 -0.32 -0.24 -0.74
H 0.2183 1.8134 5.3212 -0.84 0.08 0.10
H -2.0793 0.6959 4.8237 0.03 -0.31 0.79
H -2.6201 0.3860 7.3819 -0.86 -0.15 0.53
H -1.5100 1.7822 7.6444 -0.17 0.27 0.54
H -1.3279 -0.8798 8.9315 -0.75 -0.27 -0.09
H -0.4544 0.6032 9.0752 0.22 0.37 0.43
H 0.3545 -0.9071 8.7598 1.09 -0.38 -0.45
H -3.1568 3.0329 6.2932 0.34 -0.12 -0.07
H -3.9809 1.6614 6.0324 -0.11 -0.15 -0.14
C 5.1776 3.6070 0.8169 -0.45 -0.06 -1.70
C 5.4038 4.8124 -0.1229 2.42 -1.93 -0.24
C 5.5422 4.4360 -1.6043 0.80 -0.48 0.77
O 6.7287 3.6190 -1.7390 -1.09 0.67 -0.43
C 7.0936 3.4188 -3.1030 -0.76 -0.45 0.24
N 4.3799 5.7501 0.0612 -1.18 2.70 -0.77
H 4.1544 3.2047 0.6029 0.84 -0.03 0.22
H 5.2386 3.8658 1.8331 -0.30 0.91 1.42
H 5.9545 2.8606 0.7437 0.01 -0.48 -0.68
H 6.4060 5.2722 0.0289 -0.64 -0.12 0.70
H 5.6021 5.4082 -2.1513 0.09 -0.75 -0.07
H 4.6559 3.8622 -1.8894 -0.07 -0.02 -0.44
H 7.6407 2.4712 -3.1616 -0.23 0.17 -0.07
H 7.7423 4.2134 -3.4168 0.40 0.55 -0.35
H 6.1976 3.4045 -3.7709 0.61 -0.17 0.43
H 4.7766 6.6819 -0.2419 -1.26 -1.20 0.34
H 3.5566 5.5044 -0.5353 0.83 0.52 0.55
C 4.3044 -2.2582 1.3720 1.69 -0.18 1.54
C 4.0945 -3.1301 0.1607 -2.58 -0.15 0.94
C 5.1028 -4.2104 -0.0739 -0.37 0.47 -0.31
O 6.2366 -3.5565 -0.5322 1.88 -0.45 0.39
C 7.3121 -4.4870 -0.5890 -1.76 -1.33 1.20
N 2.7559 -3.7402 0.4361 0.40 1.15 0.39
H 4.4804 -2.8088 2.3444 -0.46 -0.01 -1.06
H 3.4711 -1.6000 1.5513 -0.45 0.23 -0.18
H 5.2099 -1.6570 1.3078 0.09 0.21 -0.34
H 3.9653 -2.4407 -0.6888 0.35 -0.49 -0.11
H 4.7838 -4.8534 -0.9042 -0.40 -0.42 0.30
H 5.2568 -4.8108 0.8579 0.08 0.45 -0.61
H 7.0321 -5.3455 -1.2195 0.17 0.26 -0.27
H 7.5051 -4.9669 0.4095 -0.03 0.70 -0.54
H 8.1550 -3.9938 -0.9402 1.56 0.79 -0.67
H 2.7909 -4.3008 1.2858 -0.06 0.06 0.25
H 2.4689 -4.3576 -0.2729 -0.28 -0.98 -1.30
C -3.3582 -6.3728 -4.3308 1.35 0.82 -0.14
C -3.5828 -5.7678 -2.9490 -1.07 -1.42 0.17
C -2.2711 -5.4782 -2.2402 0.78 0.15 0.00
O -1.4537 -6.6173 -2.0121 -1.01 -0.66 -0.48
C -0.3046 -6.3389 -1.2695 0.67 0.55 -0.43
N -4.3429 -4.5127 -3.0328 -0.18 0.45 0.52
H -2.7084 -5.6668 -4.9269 -0.48 -0.84 0.43
H -4.2976 -6.4655 -4.8545 -0.31 -0.22 -0.18
H -2.8633 -7.3608 -4.2199 -0.29 0.68 -0.24
H -4.2249 -6.5442 -2.4419 0.88 0.61 0.21
H -2.4236 -5.0570 -1.2456 -0.35 0.66 -0.05
H -1.7300 -4.7606 -2.9149 -0.23 -0.22 0.70
H 0.3558 -7.2240 -1.3200 -0.18 0.63 -0.23
H -0.4494 -6.1211 -0.2098 -0.60 -0.11 0.28
H 0.1322 -5.4069 -1.6833 0.49 -0.56 0.09
H -4.7705 -4.2827 -2.1279 0.51 -0.04 -0.15
H -5.1716 -4.6451 -3.5941 -0.02 -0.14 -0.51
```
Positions in Å, forces in eV/Å.

Values from the calculation:
LUMO	0.487	eV
gap between HOMO and LUMO	8.53	eV